1.
{"formula": "C3H11NO3S", "method": "ωB97M-V/def2-TZVPD", "e_homo_ev": -9.600, "homo_lumo_gap_ha": 0.3648, "smiles": "N[C@H](C=O)CS.O.O", "e_tot_ev": -21756.473, "species": ["H", "O", "H", "C", "H", "H", "O", "H", "H", "N", "H", "S", "H", "H", "C", "H", "C", "H", "O"], "positions_angstrom": [[2.206, 0.496, -1.160], [-2.954, 0.193, -0.334], [-2.343, 0.741, 0.186], [0.091, 1.163, 0.483], [-3.654, 0.784, -0.622], [0.573, -0.525, 2.892], [0.765, 0.101, 3.612], [1.729, 0.006, 3.525], [-0.360, -2.222, -2.440], [1.369, 0.987, -1.487], [-0.696, 0.445, -1.390], [0.821, -2.214, -1.803], [1.111, -1.265, 0.331], [0.911, 1.019, 1.205], [0.366, -1.114, -0.447], [1.381, 0.670, -2.457], [0.213, 0.377, -0.806], [-0.612, -1.403, -0.057], [-0.918, 1.760, 0.771]], "forces_ev_per_a": [[-0.05, 0.39, 0.31], [0.07, -0.24, 0.01], [-0.29, 0.18, -0.18], [-1.22, -0.79, -0.32], [0.03, 0.04, 0.05], [-0.87, 0.20, 0.41], [0.94, -0.86, -1.08], [-0.05, 0.57, 0.75], [0.00, 0.09, 0.09], [0.31, -0.89, -0.43], [-0.09, 0.50, -0.15], [0.13, -0.03, -0.13], [0.19, -0.03, 0.07], [0.23, 0.51, -0.03], [-0.79, 0.37, 0.05], [-0.36, 0.31, 0.00], [1.19, -0.25, 0.00], [0.13, -0.33, 0.15], [0.48, 0.26, 0.42]]}

---

2.
{"formula": "C3H11NO3S2", "method": "ωB97M-V/def2-TZVPD", "e_homo_ev": -8.818, "homo_lumo_gap_ha": 0.3370, "smiles": "NC(=O)CCSS.O.O", "e_tot_ev": -32592.624, "species": ["O", "C", "H", "O", "H", "O", "H", "H", "C", "N", "S", "H", "H", "S", "H", "H", "H", "H", "C", "H"], "positions_angstrom": [[-1.907, 2.233, -1.170], [-1.097, -0.978, 0.205], [1.533, 1.597, -1.735], [2.418, -0.847, 1.196], [-0.367, -1.394, 2.146], [0.634, 1.733, -1.416], [1.757, 1.349, 1.926], [-0.691, -0.122, -0.342], [1.276, -0.482, 1.275], [0.948, 0.806, 1.668], [-0.274, -2.026, -2.525], [0.319, -2.414, 1.000], [-1.996, -0.576, 0.657], [-1.589, -2.177, -1.047], [0.701, 1.561, -0.466], [0.933, -2.321, -2.012], [0.092, 1.149, 2.061], [-1.173, 2.728, -0.810], [0.066, -1.363, 1.136], [-1.582, 1.542, -1.748]], "forces_ev_per_a": [[-1.41, 0.13, 0.47], [1.34, 1.54, -1.07], [-0.06, 0.02, -0.09], [0.46, -0.04, -0.41], [0.18, 0.13, 0.09], [0.61, -0.09, 0.12], [0.07, 0.10, 0.04], [-0.45, 0.04, -0.36], [-1.36, 0.18, 0.71], [1.09, 0.62, -0.45], [0.78, 0.73, -1.36], [0.50, 0.14, -0.37], [-0.13, -0.35, 0.42], [-0.68, -0.74, 1.36], [0.07, -0.04, 0.03], [-0.14, -0.37, 0.41], [-0.38, -0.55, -0.10], [0.33, -0.17, -0.46], [-1.37, -1.48, 1.04], [0.55, 0.20, -0.02]]}